The following is a quantum chemistry calculation of one molecule with the formula C25H34N4O3 in a non-equilibrium geometry, from the Open Molecules 2025 dataset.

## Properties
largest force on an atom: 1.30 eV/A
M: 438.6 g/mol
energy above the lowest of the compared OMol25 structures with the same formula, charge and spin: 0.0000 eV
HOMO-LUMO gap: 8.6 eV
LUMO level: 0.58 eV

```
66
Properties=species:S:1:pos:R:3:forces:R:3
C -7.594 -1.622 1.706 0.1 0.0 -0.1
C -6.267 -2.308 1.515 0.1 -0.1 0.1
C -5.734 -2.548 0.324 -0.1 0.0 -0.1
C -6.308 -2.178 -1.008 0.1 0.0 -0.1
H -6.445 -3.090 -1.598 -0.1 0.0 0.0
H -7.283 -1.706 -0.894 -0.1 0.0 0.0
C -5.356 -1.246 -1.766 -0.1 0.1 0.2
H -5.723 -1.093 -2.783 0.0 0.0 -0.1
H -4.374 -1.717 -1.825 0.0 0.0 -0.1
C -5.190 0.110 -1.071 0.1 0.0 -0.4
C -6.313 1.075 -1.440 0.2 -0.2 0.2
H -6.292 1.295 -2.506 0.0 0.0 -0.1
H -7.283 0.646 -1.200 -0.2 0.0 0.0
H -6.210 2.011 -0.895 -0.1 0.1 0.0
C -3.834 0.732 -1.435 -0.2 -0.2 0.2
N -2.731 -0.163 -1.128 0.0 0.0 -0.1
C -2.404 -0.269 0.278 0.0 0.1 0.2
C -1.666 0.956 0.838 0.0 -0.2 -0.1
H -1.408 0.785 1.885 0.0 0.0 0.1
H -2.301 1.841 0.786 0.0 0.0 0.1
C -0.403 1.218 0.017 -0.5 -0.2 -0.3
N 0.230 2.436 0.471 0.7 0.1 0.3
C 1.504 2.640 0.875 0.0 0.4 0.0
C 1.606 3.969 1.245 0.1 -0.3 -0.1
C 0.330 4.488 1.011 0.1 -0.2 0.0
N -0.480 3.558 0.546 -0.7 0.3 -0.2
H -0.022 5.489 1.160 -0.1 0.2 0.0
H 2.472 4.476 1.618 0.2 0.1 0.0
N 2.478 1.639 0.932 0.0 0.0 0.3
C 2.885 0.890 -0.142 0.1 0.0 0.1
O 2.370 0.968 -1.237 0.0 0.0 -0.1
C 4.009 -0.042 0.155 0.1 -0.2 0.0
C 4.214 -0.591 1.416 -0.1 0.2 -0.2
C 5.258 -1.477 1.662 0.4 -0.2 -0.1
C 6.085 -1.782 0.608 -0.2 0.3 -0.4
C 5.877 -1.243 -0.666 -0.1 -0.1 0.6
C 4.844 -0.380 -0.919 0.2 -0.2 0.0
H 4.662 0.034 -1.897 0.0 0.0 -0.1
O 6.833 -1.719 -1.518 -0.4 0.3 -0.1
C 7.646 -2.580 -0.751 1.0 -0.7 -0.5
O 7.173 -2.605 0.580 -0.3 0.1 0.4
H 7.611 -3.597 -1.174 -0.1 0.2 0.1
H 8.686 -2.217 -0.765 -0.3 0.0 0.0
H 5.414 -1.910 2.636 0.0 -0.1 0.1
H 3.536 -0.362 2.225 -0.1 0.0 0.0
H 3.106 1.701 1.720 -0.1 -0.1 -0.1
C -0.758 1.330 -1.467 0.1 -0.3 0.0
C -1.530 0.079 -1.902 0.1 0.2 0.0
H -0.882 -0.796 -1.784 0.0 0.0 -0.1
H -1.802 0.156 -2.957 0.0 -0.1 0.0
H -1.367 2.223 -1.614 0.0 0.1 0.0
H 0.157 1.424 -2.050 0.0 0.1 0.0
H 0.309 0.399 0.160 0.0 0.1 0.0
H -1.767 -1.152 0.396 0.0 0.0 0.1
H -3.320 -0.441 0.844 0.0 -0.1 0.1
H -3.818 0.911 -2.513 0.0 0.1 0.0
H -3.745 1.708 -0.934 0.0 0.1 -0.1
H -5.220 -0.057 0.009 0.0 0.0 0.0
H -4.771 -3.041 0.269 0.2 -0.1 0.1
C -5.574 -2.716 2.781 0.0 0.0 -0.2
H -6.202 -3.402 3.351 0.0 0.0 0.1
H -4.626 -3.205 2.572 0.1 -0.1 0.0
H -5.385 -1.843 3.407 0.0 0.0 0.1
H -8.400 -2.208 1.265 -0.1 0.0 0.0
H -7.807 -1.494 2.765 -0.1 0.0 0.1
H -7.597 -0.640 1.236 -0.1 0.1 0.0
```
Positions in Å, forces in eV/Å.



The following is a quantum chemistry calculation of C2H2F6NO17S5Zn as an isolated structure in a non-equilibrium geometry, from the Open Molecules 2025 dataset.

## Properties
largest force on an atom: 4.19 eV/A
M: 651.7 g/mol
energy above the lowest of the compared OMol25 structures with the same formula, charge and spin: 0.5699 eV
HOMO-LUMO gap: 3.2 eV
charge: -5
LUMO level: 9.72 eV

```
34
Properties=species:S:1:pos:R:3:forces:R:3
Zn -0.245 0.275 -0.697 -0.2 1.3 -2.7
S -2.789 2.093 -2.058 -1.1 -0.6 -0.1
O -2.876 1.667 -3.476 0.3 0.1 0.1
O -2.800 3.563 -1.957 0.1 0.5 0.0
O -3.969 1.534 -1.327 -0.2 0.0 0.1
O -1.551 1.561 -1.402 0.0 0.2 -0.1
S 0.620 -2.143 -2.882 -0.4 0.2 -0.4
O -0.137 -2.262 -4.144 -0.4 -0.3 -0.2
O 0.480 -3.378 -2.073 0.0 -0.6 0.4
O 2.024 -1.872 -3.194 0.6 0.0 0.3
O -0.001 -1.020 -2.086 0.3 -0.7 -0.4
S 2.355 2.452 -1.288 0.5 1.3 -0.6
O 1.968 3.114 -2.547 -0.1 0.3 -0.1
O 2.321 3.417 -0.156 0.2 0.0 0.1
O 1.407 1.351 -0.994 -0.4 -0.9 0.6
O 3.708 1.876 -1.462 0.6 -0.2 0.5
C 2.536 -1.446 0.833 -1.6 0.5 -0.9
F 2.504 -1.063 -0.402 0.7 0.2 0.0
F 1.978 -2.657 0.897 0.1 -0.3 0.5
F 3.778 -1.514 1.324 0.4 -0.1 0.0
S 1.620 -0.260 1.967 0.8 -0.3 0.4
O 1.446 -1.110 3.155 0.0 0.4 -0.8
O 2.441 0.908 2.108 -0.4 -0.7 -0.2
N 0.116 0.043 1.223 1.3 -0.4 4.0
S -0.755 0.646 2.456 -0.9 1.9 -0.2
O -0.020 1.180 3.583 0.0 -0.7 -0.2
O -1.769 1.531 1.962 -0.1 -1.1 0.0
C -1.714 -0.830 3.262 0.6 0.5 -1.2
F -1.280 -2.032 2.850 -0.2 0.1 0.1
F -1.642 -0.810 4.601 -0.1 0.0 0.1
F -3.003 -0.717 2.906 0.0 -0.3 0.4
O -2.108 -1.004 -0.333 -0.6 -0.4 0.9
H -2.524 -1.477 -1.063 0.4 0.4 -0.3
H -2.117 -1.616 0.413 0.1 -0.1 -0.2
```
Positions in Å, forces in eV/Å.



The following is a quantum chemistry calculation of C11H29HgN3S2 as an isolated structure in a non-equilibrium geometry, from the Open Molecules 2025 dataset.

## Properties
largest force on an atom: 1.25 eV/A
M: 468.1 g/mol
HOMO-LUMO gap: 9.0 eV
charge: +2
LUMO level: -6.15 eV

```
46
Properties=species:S:1:pos:R:3:forces:R:3
Hg -0.253 0.030 0.110 0.4 0.1 0.9
S -1.121 2.551 0.013 -0.3 -0.7 -0.6
S -0.986 -2.553 0.156 -0.4 0.5 -0.7
C -2.948 2.363 -0.076 0.2 0.5 0.0
C -0.656 2.433 -1.767 0.0 0.8 0.1
C -1.012 1.199 -2.587 -0.3 -0.5 -0.1
N -0.332 -0.050 -2.109 0.0 0.0 -0.5
C -0.950 -1.355 -2.515 -0.3 0.5 -0.2
C -0.539 -2.523 -1.630 0.1 -0.8 0.1
H 0.429 2.591 -1.776 -0.2 0.2 0.0
H -1.142 3.327 -2.173 0.3 -0.3 -0.4
H -0.751 1.376 -3.645 -0.1 0.1 0.4
H -2.089 1.025 -2.545 0.1 -0.1 -0.1
H -0.675 -1.577 -3.561 -0.1 0.0 0.4
H -2.034 -1.231 -2.487 0.1 0.1 0.0
H 0.552 -2.640 -1.645 -0.2 -0.2 0.0
H -0.990 -3.458 -1.983 0.3 0.3 -0.4
C -2.820 -2.442 0.068 0.3 -0.5 0.0
H 0.628 -0.035 -2.461 -0.2 0.0 0.1
H -3.188 -1.630 -0.560 0.2 0.0 0.1
H -3.216 -2.326 1.082 0.2 -0.1 -0.2
H -3.164 -3.402 -0.325 -0.1 0.2 0.1
H -3.344 2.299 0.943 0.2 0.1 -0.2
H -3.288 1.504 -0.656 0.2 0.0 0.1
H -3.320 3.286 -0.530 -0.1 -0.2 0.1
C 5.136 0.219 -1.567 0.0 0.0 0.1
C 5.209 0.274 -0.232 0.0 0.0 -0.1
H 5.106 1.128 -2.187 0.0 -0.4 0.4
H 5.169 -0.735 -2.115 0.0 0.5 0.4
H 5.255 1.235 0.305 0.0 -0.5 -0.3
H 5.324 -0.633 0.381 -0.1 0.4 -0.4
N 1.829 0.072 1.205 -1.0 0.7 -0.1
C 1.530 -0.763 2.400 0.3 -0.7 -0.2
C 0.635 -0.085 3.441 0.1 0.1 0.5
C -0.616 0.703 3.049 -0.5 0.5 0.1
N -1.496 -0.024 2.105 0.3 0.2 -0.4
H 2.095 1.031 1.438 0.0 -0.3 0.2
H 2.555 -0.268 0.587 0.3 -0.4 0.2
H 1.068 -1.695 2.039 0.1 0.3 0.0
H 2.469 -1.077 2.875 -0.3 0.2 0.1
H 0.300 -0.855 4.146 0.3 0.0 -0.1
H 1.282 0.588 4.018 -0.3 0.0 0.0
H -1.186 0.990 3.949 0.4 -0.3 -0.2
H -0.362 1.658 2.566 0.0 -0.3 0.1
H -2.370 0.448 1.895 0.1 0.1 0.4
H -1.725 -0.972 2.362 0.1 -0.2 0.5
```
Positions in Å, forces in eV/Å.



The following is a quantum chemistry calculation of C25H29AsNO2S4Tc as an isolated structure, from the Open Molecules 2025 dataset.

## Properties
largest force on an atom: 0.48 eV/A
M: 676.7 g/mol
HOMO-LUMO gap (alpha / beta): 5.7 / 6.5 eV
charge: -1
spin multiplicity: 4
LUMO level (alpha / beta): 1.60 / 1.53 eV

```
63
Properties=species:S:1:pos:R:3:forces:R:3
Tc 0.087 -0.451 -0.537 0.5 -0.1 -0.1
C 0.382 -1.692 4.100 0.0 -0.1 0.1
C -0.583 -0.768 3.418 0.0 0.0 0.0
C -1.807 -1.241 2.968 0.0 0.0 0.0
C -2.735 -0.397 2.367 0.0 0.0 0.0
C -4.084 -0.928 1.972 -0.1 0.0 -0.1
C -2.406 0.939 2.190 0.0 0.0 0.0
C -1.186 1.446 2.632 0.0 -0.1 0.0
C -0.879 2.909 2.505 0.0 0.1 0.0
C -0.287 0.580 3.241 -0.1 0.0 0.0
H -0.066 -2.116 5.002 0.0 0.0 0.0
H 1.295 -1.173 4.386 0.0 0.0 0.0
H 0.672 -2.513 3.444 0.0 0.0 0.0
H -2.053 -2.289 3.106 0.0 0.0 0.0
H -4.647 -1.241 2.853 0.0 0.0 0.0
H -3.996 -1.795 1.317 0.0 0.0 0.0
H -4.673 -0.170 1.455 0.0 0.0 0.0
H -3.116 1.605 1.712 0.0 0.0 0.0
H -1.439 3.482 3.248 0.0 0.0 0.0
H -1.156 3.284 1.522 0.0 0.0 0.0
H 0.181 3.101 2.662 0.1 0.0 0.0
H 0.660 0.966 3.596 0.1 0.0 0.0
S -0.857 -4.383 -5.066 -0.1 0.0 -0.1
As 0.579 -2.866 -4.972 0.1 -0.1 0.0
S 0.904 -2.648 -2.667 0.1 0.2 0.1
S 1.110 -0.588 -2.417 0.0 -0.2 -0.3
S 0.377 -0.955 -5.787 -0.1 0.0 0.0
C -2.579 -0.694 -3.732 0.2 0.0 -0.1
N -3.573 -0.607 -2.675 -0.1 0.0 0.1
C -4.331 -1.840 -2.584 0.0 -0.1 0.0
C -2.952 -0.301 -1.406 0.1 -0.3 0.0
C -2.319 1.067 -1.366 0.1 0.2 0.0
C -3.106 2.158 -1.737 0.0 -0.1 0.0
C -2.593 3.438 -1.719 0.0 0.1 0.0
C -1.271 3.644 -1.340 0.0 0.0 0.0
C -0.483 2.568 -0.972 -0.2 -0.1 -0.1
C -0.989 1.259 -0.968 0.0 0.1 0.1
H -3.066 -0.882 -4.688 0.0 0.0 0.0
H -1.860 -1.509 -3.551 0.0 0.0 0.0
H -2.017 0.238 -3.809 0.0 0.0 0.0
H -4.810 -2.048 -3.541 0.0 0.0 0.0
H -5.105 -1.750 -1.820 0.0 0.0 0.0
H -3.694 -2.705 -2.335 0.0 0.0 0.0
H -2.197 -1.096 -1.136 -0.1 0.2 -0.1
H -3.714 -0.372 -0.628 0.0 0.0 0.0
H -4.124 1.978 -2.061 0.0 0.0 0.0
H -3.212 4.276 -2.015 0.0 0.0 0.0
H -0.856 4.644 -1.338 0.0 0.0 0.0
H 0.541 2.758 -0.690 0.1 0.0 0.0
O 2.910 -1.608 2.272 -0.1 0.4 -0.2
C 2.379 -0.757 1.582 0.2 -0.3 0.3
O 1.364 -1.037 0.807 -0.4 0.0 0.1
C 2.853 0.669 1.625 0.1 0.0 0.2
C 3.632 1.060 2.712 -0.1 0.0 0.0
C 4.072 2.368 2.820 0.0 0.0 0.0
C 3.756 3.289 1.831 0.0 0.1 -0.1
C 3.005 2.896 0.732 0.1 0.1 0.1
C 2.553 1.590 0.636 -0.1 -0.1 -0.1
H 3.873 0.322 3.464 0.0 0.0 0.0
H 4.665 2.670 3.672 0.0 0.0 0.0
H 4.104 4.311 1.910 0.0 0.0 0.0
H 2.772 3.606 -0.051 0.0 0.0 0.0
H 1.983 1.281 -0.233 0.0 0.0 0.0
```
Positions in Å, forces in eV/Å.